<one>
Computed, not measured: 2 unconnected molecules or ions with the total composition C3H2Br2, with ωB97M-V with the def2-TZVPD basis set.

Last column: Löwdin charge in e.
CARTESIAN COORDINATES (ANGSTROEM)
Br 3.09 -1.56 -2.27  0.62
Br 0.17 3.93 0.18  0.73
C 2.97 -0.29 -0.93  -0.41
C 0.56 1.24 -1.09  -0.03
C 0.41 2.26 -0.46  -0.75
H 3.98 -0.32 -0.57  -0.11
H 0.73 0.28 -1.42  -0.05

Output
Frontier orbital gap ... 7.76 eV
E_LUMO ... -1.35 eV

***

<two>
Computed, not measured: a single C3H2Br2 molecule, with ωB97M-V with the def2-TZVPD basis set.

Last column: Löwdin charge in e.
CARTESIAN COORDINATES (ANGSTROEM)
Br -2.36 -0.88 -0.18  0.68
Br 0.21 2.46 -0.25  0.76
C 0.75 0.95 0.59  -0.51
C -0.73 -0.21 -0.77  -0.63
C 0.40 -0.41 0.09  -0.54
H 0.27 -1.31 0.75  0.11
H 1.45 -0.59 -0.23  0.14

Output
Frontier orbital gap (alpha / beta) ... 7.34 / 7.34 eV
E_LUMO (alpha / beta) ... -0.91 / -0.91 eV

***

On energetic grounds, <one> is preferred over the next structure by 0.828 eV.

***

<one>
Computed, not measured: 2 unconnected molecules or ions with the total composition C2H6NO, with ωB97M-V with the def2-TZVPD basis set.

Last column: Löwdin charge in e.
CARTESIAN COORDINATES (ANGSTROEM)
O -1.29 -0.55 -0.52  0.04
N 1.12 -0.23 -0.49  0.21
C -0.21 -0.35 0.24  -0.24
C -1.25 0.74 0.13  -0.02
H 1.01 0.46 -1.33  0.22
H 1.44 -1.19 -0.77  0.19
H 0.61 -1.57 2.34  0.17
H -1.96 0.86 0.99  0.14
H -1.33 1.56 -0.60  0.13
H 1.87 0.28 0.02  0.17

Output
Frontier orbital gap (alpha / beta) ... 10.61 / 9.08 eV
Total charge ... +1
E_LUMO (alpha / beta) ... -4.47 / -6.13 eV

***

<two>
Computed, not measured: a gas-phase ion, C2H6NO (charge +1), with ωB97M-V with the def2-TZVPD basis set.

Last column: Löwdin charge in e.
CARTESIAN COORDINATES (ANGSTROEM)
O -1.13 -0.71 1.07  0.04
N -0.07 0.26 -0.92  0.17
C -0.10 0.32 0.51  -0.15
C 0.97 -0.33 -0.13  0.02
H -1.58 -0.16 1.66  0.05
H -0.10 1.16 -1.51  0.25
H -0.12 1.19 1.10  0.17
H -0.66 -0.36 -1.34  0.14
H 1.93 0.04 -0.16  0.13
H 0.89 -1.42 -0.27  0.18

Output
Frontier orbital gap ... 12.74 eV
Structure (SMILES) ... O[C@H]1C[NH2+]1
Total charge ... +1
E_LUMO ... -3.78 eV

***

On energetic grounds, <two> is preferred over the next structure by 4.332 eV.

***

<one>
Computed, not measured: 2 unconnected molecules or ions with the total composition C4H9BrN, with ωB97M-V with the def2-TZVPD basis set.

Last column: Löwdin charge in e.
CARTESIAN COORDINATES (ANGSTROEM)
Br 0.41 1.91 -1.65  1.27
N -0.99 -0.18 0.33  -0.11
C -0.76 0.92 1.18  -0.17
C 0.25 0.11 -1.58  -0.64
C -0.64 -0.58 1.65  -0.07
C 1.44 -0.57 -1.20  -0.15
H -1.24 -0.99 2.37  0.08
H -0.63 -0.22 -2.16  0.11
H 1.74 -0.81 -2.16  0.07
H 1.15 -1.46 -0.60  0.13
H 2.13 0.11 -0.72  0.09
H -1.62 1.43 1.70  0.14
H 0.20 1.40 1.02  0.06
H -1.91 -0.31 0.17  0.08
H 0.47 -0.75 1.64  0.12

Output
Frontier orbital gap (alpha / beta) ... 8.30 / 3.74 eV
Total charge ... +1
E_LUMO (alpha / beta) ... -3.39 / -9.95 eV
2S+1 ... 3

***

<two>
Computed, not measured: 2 unconnected molecules or ions with the total composition C4H9BrN, with ωB97M-V with the def2-TZVPD basis set.

Last column: Löwdin charge in e.
CARTESIAN COORDINATES (ANGSTROEM)
Br 3.32 -2.30 -0.21  0.34
N -0.24 -1.03 1.68  0.18
C -1.13 0.58 -1.13  -0.02
C 0.08 0.57 -0.08  -0.09
C -0.65 0.03 1.04  -0.22
C -0.55 1.82 -0.71  -0.09
H -0.82 0.06 -2.07  0.15
H 1.07 0.35 -0.32  0.12
H -0.56 -1.29 2.59  0.14
H -1.51 0.45 1.57  0.15
H 3.59 -3.12 -1.30  -0.29
H -2.21 0.55 -0.84  0.16
H 0.21 2.29 -1.44  0.17
H 0.63 -1.54 1.40  0.13
H -1.24 2.57 -0.20  0.16

Output
Frontier orbital gap (alpha / beta) ... 7.83 / 5.54 eV
Total charge ... +1
E_LUMO (alpha / beta) ... -2.69 / -8.76 eV
2S+1 ... 3

***

On energetic grounds, <two> is preferred over the next structure by 1.769 eV.